Entry from the Open Molecules 2025 dataset: one molecule with the formula C24H25NO2S at a distorted geometry (ωB97M-V/def2-TZVPD).

## Properties
* strongest force on any atom: 2.092 eV/A
* multiplicity: 1
* gap between HOMO and LUMO: 0.169 Ha
* ΔE to the lowest compared entry with this formula, charge and spin: 4.540 eV
* total charge: 0
* HOMO level: -0.207 Ha

Element x y z (Å)
C: 0.0432 -5.8323 -0.5545
C: -0.2408 -4.4044 -0.2099
C: 0.8243 -3.5073 -0.0957
C: 0.5972 -2.1903 0.2815
C: -0.7094 -1.7478 0.5164
S: -1.0640 -0.0545 0.8565
C: -1.7764 -2.6646 0.4704
C: -1.5476 -3.9592 0.0225
H: -0.8670 -6.3378 -0.8892
H: 0.7863 -5.8950 -1.3556
H: 0.4494 -6.3911 0.3001
H: 1.8367 -3.8333 -0.3287
H: 1.4289 -1.4967 0.3723
H: -2.7740 -2.3113 0.7319
H: -2.3814 -4.6345 -0.1635
C: 4.3164 3.3184 4.1242
O: 4.4310 2.1438 3.2887
C: 3.3653 1.7745 2.5335
C: 3.5894 0.8320 1.5005
C: 2.5874 0.5757 0.5836
C: 1.3001 1.0906 0.7788
C: 0.1456 0.7364 -0.1734
C: -0.4699 1.9261 -0.8348
C: -1.7157 1.8613 -1.5886
N: -2.2942 0.4948 -1.9153
C: -3.4922 0.1683 -1.3770
C: -4.0681 -1.0615 -1.6288
C: -3.4382 -1.9500 -2.5058
C: -2.2302 -1.5667 -3.0879
C: -1.6640 -0.3335 -2.7791
C: 0.2256 3.1991 -0.8760
C: -0.6378 4.4463 -0.7958
O: 1.4476 3.3274 -1.0271
C: 1.0444 1.9051 1.8703
C: 2.0697 2.3138 2.7146
H: 5.2907 3.3864 4.6118
H: 4.1264 4.2186 3.5202
H: 3.5207 3.2058 4.8744
H: 4.5688 0.3659 1.4166
H: 2.7819 -0.0566 -0.2854
H: 0.5170 0.0383 -0.9399
H: -2.5241 2.4048 -1.0654
H: -1.5402 2.3746 -2.5561
H: -3.9233 0.9232 -0.7210
H: -4.9981 -1.2975 -1.1163
H: -3.8833 -2.9234 -2.7060
H: -1.7029 -2.2135 -3.7861
H: -0.7289 0.0277 -3.2126
H: -1.6114 4.2597 -0.3270
H: -0.1143 5.2058 -0.2067
H: -0.7898 4.8406 -1.8095
H: 0.0230 2.2428 2.0614
H: 1.8700 3.0552 3.4880

Force components x, y, z for each atom (eV/Å):
0.0 -0.4 -0.3
0.1 0.2 -0.1
-0.4 0.1 0.1
-0.1 0.0 -0.3
-0.3 -0.6 0.5
-1.3 -1.0 0.5
0.4 0.4 -0.4
0.3 0.0 0.3
0.1 0.0 0.0
-0.1 -0.1 0.1
-0.2 0.2 -0.1
-0.2 0.0 0.2
-0.3 -0.3 0.0
0.2 -0.1 -0.2
0.1 0.0 0.3
0.0 -0.7 -0.5
0.2 0.5 0.6
-1.0 0.1 -0.6
0.2 0.8 0.6
-0.6 0.0 0.3
0.2 -0.1 -0.7
1.6 1.2 -0.8
1.6 0.5 1.1
-1.0 0.6 -0.2
0.0 0.5 -0.4
0.6 -0.1 0.0
0.0 0.0 -0.2
0.1 0.4 0.3
0.2 0.1 -0.1
-0.4 -0.1 0.4
-0.2 -1.2 -0.7
-0.1 0.3 -0.2
-0.1 0.2 0.7
0.1 0.1 0.1
0.7 -0.3 -0.1
-0.2 0.1 0.0
0.0 -0.3 0.1
0.2 0.0 -0.1
-0.1 0.2 -0.1
0.0 0.2 0.2
0.0 -0.5 0.4
-0.4 -0.3 -0.4
-0.6 -0.4 0.1
0.1 -0.3 -0.2
0.2 0.0 -0.3
0.2 0.2 0.0
-0.2 0.1 0.2
-0.3 -0.1 0.3
0.1 0.0 -0.1
0.0 -0.1 -0.2
-0.1 0.1 0.2
0.3 0.0 -0.2
0.1 -0.3 -0.2



Entry from the Open Molecules 2025 dataset: C2F6O6S2Sn as an isolated structure at a distorted geometry (ωB97M-V/def2-TZVPD).

## Properties
* strongest force on any atom: 2.620 eV/A
* multiplicity: 2
* gap between HOMO and LUMO (alpha / beta): 0.218 / 0.275 Ha
* total charge: -1
* HOMO level (alpha / beta): -0.202 / -0.253 Ha

Element x y z (Å)
Sn: -0.1465 -0.1714 -0.0144
C: 1.1719 1.8935 -4.4311
F: -0.0399 1.4704 -4.1613
F: 1.9295 0.9388 -5.0524
F: 0.9250 2.9599 -5.1765
S: 1.9797 2.4384 -2.7373
O: 1.6063 1.4673 -1.7356
O: 3.3862 2.4766 -3.0474
O: 1.2984 3.7009 -2.4491
C: -1.1270 -2.7175 4.2471
F: -1.3890 -2.2792 5.4709
F: 0.2476 -2.7766 3.9856
F: -1.6364 -3.9274 4.0721
S: -1.9892 -1.5349 2.9652
O: -3.3979 -1.4826 3.3655
O: -1.2183 -0.2826 3.0339
O: -1.6003 -2.1739 1.6649

Force components x, y, z for each atom (eV/Å):
0.0 0.0 0.5
1.1 0.7 2.3
-1.1 -1.9 0.2
-1.1 1.0 0.1
1.3 0.3 -1.1
-0.6 2.2 -0.8
-0.7 -2.2 0.7
-0.1 0.0 -0.1
0.7 -0.7 -0.8
0.2 1.3 -2.2
0.7 -0.4 0.1
-2.1 0.1 0.9
0.3 -0.3 0.4
1.3 0.2 -1.0
1.9 -0.4 -0.6
-0.6 -0.2 0.4
-1.0 0.2 1.0



Entry from the Open Molecules 2025 dataset: C71H122F4N12O9S4 as an isolated structure at a distorted geometry (ωB97M-V/def2-TZVPD).

## Properties
* strongest force on any atom: 7.561 eV/A
* multiplicity: 1
* gap between HOMO and LUMO: 0.025 Ha
* total charge: +8
* HOMO level: -0.487 Ha

Element x y z (Å)
C: -20.9328 21.0029 7.6536
C: -23.6277 20.8939 7.5518
C: -24.3754 21.9843 8.0448
C: -25.0108 22.0868 9.3841
N: -25.7658 23.3323 9.7502
C: -24.9210 24.6256 9.5145
C: -25.4018 25.2010 8.2213
C: -26.8940 24.8375 8.2824
C: -27.0437 23.4691 8.9270
C: -26.1292 23.1244 11.1710
H: -20.9107 20.5490 6.6562
H: -21.4666 20.6163 8.5922
H: -20.5529 22.0613 7.5509
H: -23.4645 20.0386 8.3103
H: -23.2834 20.9523 6.4816
H: -25.1434 21.2972 7.3710
H: -24.1073 22.8696 7.3364
H: -24.2138 21.9979 10.1213
H: -25.7174 21.3779 9.7565
H: -25.1348 25.2939 10.3596
H: -23.7760 24.3943 9.4926
H: -25.3535 26.2726 8.1928
H: -24.8858 24.9427 7.2832
H: -27.3147 25.6028 8.9338
H: -27.4529 24.9711 7.3250
H: -27.8991 23.4366 9.5674
H: -27.1796 22.6867 8.1369
H: -26.8359 22.3153 11.1203
H: -26.6901 23.9910 11.5623
H: -25.1917 23.0059 11.6749
C: -19.6781 7.1074 6.7577
C: -19.8973 8.4624 7.0555
C: -21.1975 8.9567 6.8788
C: -21.3172 10.3627 6.9810
N: -22.6337 11.0924 6.6518
C: -22.9272 11.0805 5.1584
C: -22.2383 12.2560 4.4459
C: -21.8444 13.2504 5.7513
C: -22.3693 12.6151 6.9152
C: -23.5603 10.3780 7.6256
H: -24.1166 1.3665 10.7334
H: -18.6904 6.7597 6.6295
H: -20.3873 6.2513 6.7409
H: -10.5061 7.8210 1.2511
H: -18.9993 9.0508 7.3164
H: -26.7247 4.7148 14.6781
H: -22.0087 8.3339 6.5246
H: -20.6538 10.8807 6.2835
H: -20.7700 10.5780 7.9825
H: -24.0241 11.1126 5.0705
H: -22.8166 10.1256 4.5783
H: -22.5744 12.9260 3.5650
H: -21.1474 12.2076 3.6436
H: -22.9325 14.4720 4.8334
H: -21.1760 14.3039 5.7187
H: -23.2617 13.2271 7.3804
H: -21.7530 12.6907 7.8824
H: -23.5797 9.3936 7.2390
H: -24.5808 10.7736 7.7104
H: -22.9264 10.4593 8.4870
C: -32.0428 9.3914 -3.4296
C: -33.5763 9.7102 -3.6528
C: -34.3363 10.3823 -2.4968
C: -34.0282 11.8698 -2.4622
N: -34.4470 12.6712 -1.3158
C: -33.9827 14.0185 -1.6384
C: -33.8489 14.7553 -0.3041
C: -33.4311 13.6876 0.7018
C: -33.8298 12.3557 0.0868
C: -35.9497 12.6002 -1.2097
H: -31.4631 9.4346 -4.3465
H: -31.9283 8.3739 -3.0363
H: -31.5935 10.0477 -2.7034
H: -34.0735 8.7662 -3.8572
H: -33.6027 10.2672 -4.6172
H: -34.0478 9.8678 -1.5811
H: -35.4061 10.2262 -2.5227
H: -34.4370 12.4018 -3.3083
H: -32.9699 11.8904 -2.6600
H: -34.6194 14.5317 -2.3938
H: -33.0089 13.8729 -2.1169
H: -34.7328 15.3368 0.0456
H: -33.0330 15.5242 -0.2689
H: -33.9520 13.8445 1.6326
H: -32.3143 13.6093 0.8206
H: -34.5033 11.6565 0.5974
H: -32.9449 11.7540 -0.1592
H: -36.3671 13.0161 -2.1384
H: -36.1516 13.2405 -0.4017
H: -36.2424 11.5677 -1.0441
C: -26.4303 25.5270 -2.9456
N: -27.6888 25.6328 -2.1367
C: -28.4984 24.5884 -1.9229
C: -29.5139 24.6942 -0.9804
C: -29.6635 25.8682 -0.2197
C: -28.8458 26.9493 -0.5032
C: -27.8614 26.7901 -1.4766
C: -30.6618 25.8337 0.8482
C: -30.6626 24.8160 1.7955
C: -31.7185 24.6696 2.6429
N: -32.7730 25.4894 2.5653
C: -32.7789 26.5977 1.7715
C: -31.6912 26.7499 0.8934
C: -33.9861 25.2427 3.3412
H: -25.6936 25.1681 -2.2008
H: -26.0111 26.5557 -3.1753
H: -26.5090 24.8286 -3.8127
H: -28.3237 23.6777 -2.5064
H: -30.1235 23.8784 -0.7686
H: -28.8615 27.8169 0.0647
H: -27.1552 27.5412 -1.6746
H: -29.8146 24.1721 1.8854
H: -31.7785 23.9342 3.4287
H: -33.7055 27.1511 1.7213
H: -31.8574 27.5304 0.2065
H: -34.7575 24.9960 2.5993
H: -34.2637 26.0397 4.0796
H: -33.7808 24.3203 3.9108
C: -19.2783 18.4660 -8.2453
N: -20.0371 17.7331 -9.3293
C: -19.2957 17.1103 -10.2698
C: -19.8574 16.5365 -11.3727
C: -21.2848 16.4867 -11.4221
C: -22.0163 17.0560 -10.4021
C: -21.3668 17.7342 -9.3872
C: -22.0138 15.7144 -12.5534
C: -23.2646 15.1258 -12.4772
C: -23.8323 14.5321 -13.5431
N: -23.2161 14.4564 -14.7450
C: -21.9993 14.9662 -14.8970
C: -21.4006 15.6157 -13.7955
C: -24.0281 13.9410 -15.8582
H: -18.7356 17.7415 -7.6464
H: -19.9174 19.0090 -7.5528
H: -18.5677 19.1233 -8.7374
H: -18.2470 17.1306 -9.9732
H: -19.3755 16.1029 -12.2463
H: -23.0927 17.0263 -10.4988
H: -21.9001 18.3240 -8.6233
H: -23.7395 15.0802 -11.5377
H: -24.8549 14.1810 -13.5704
H: -21.4623 14.8751 -15.8948
H: -20.4762 16.1219 -14.0317
H: -24.9977 14.4896 -15.9119
H: -24.1056 12.8788 -15.7258
H: -23.4062 14.1027 -16.7657
C: -39.2762 13.5653 -13.1327
N: -38.0901 14.3523 -12.5243
C: -38.1017 15.6684 -12.5674
C: -36.9672 16.4422 -12.3494
C: -35.8439 15.8030 -11.9716
C: -35.9024 14.4190 -11.7628
C: -36.9871 13.7147 -12.0855
C: -34.5432 16.5419 -11.7145
C: -34.3399 17.8013 -12.2457
C: -33.2518 18.5373 -11.9102
N: -32.3239 18.0572 -10.9663
C: -32.3879 16.7980 -10.5037
C: -33.5234 16.0553 -10.8826
C: -31.1804 18.9758 -10.5888
H: -39.4336 13.9444 -14.1450
H: -40.0770 13.8584 -12.4880
H: -39.0839 12.5118 -13.1842
H: -39.0514 16.2048 -12.8063
H: -37.0948 17.4917 -12.5401
H: -35.0483 13.8313 -11.5774
H: -37.1667 12.6738 -11.9822
H: -34.9506 18.2572 -12.9675
H: -33.0026 19.5723 -12.2336
H: -31.6256 16.3889 -9.8863
H: -33.6121 15.0381 -10.5934
H: -31.6276 19.7351 -9.9720
H: -30.8424 19.3762 -11.5189
H: -30.4530 18.3572 -10.0353
C: -25.7169 8.9392 -5.2224
C: -24.5418 8.0398 -4.6750
N: -24.6852 7.3159 -3.3248
C: -26.0453 6.6374 -3.4297
C: -23.6166 6.2570 -3.1354
C: -22.2243 6.7963 -2.7740
C: -24.7358 8.4115 -2.2786
C: -25.1333 7.9044 -0.8977
O: -26.5082 7.9595 -0.6983
C: -26.9976 7.7711 0.6831
H: -25.2946 9.5354 -6.0279
H: -25.9893 9.7221 -4.5015
H: -26.4316 8.1748 -5.5510
H: -23.6479 8.6608 -4.5560
H: -24.2455 7.2488 -5.3203
H: -26.1945 6.0640 -4.3457
H: -26.9131 7.3140 -3.3764
H: -26.1628 5.9961 -2.5643
H: -23.6378 5.6050 -4.0249
H: -23.9442 5.6240 -2.2863
H: -21.5937 5.8725 -2.7550
H: -22.1258 7.1064 -1.7524
H: -21.7467 7.5161 -3.4507
H: -25.5506 9.0301 -2.6110
H: -23.8509 9.0596 -2.3508
H: -24.5627 8.4467 -0.0785
H: -24.7462 6.8406 -0.7417
H: -26.5998 6.8279 1.0740
H: -28.0966 7.8204 0.5314
H: -26.5717 8.6652 1.2318
N: -27.8465 16.6174 -8.4978
S: -26.2382 16.5065 -8.4617
O: -26.0011 15.1678 -8.7331
O: -25.5975 17.1889 -7.4475
F: -25.9114 17.2546 -9.8630
S: -28.5959 15.9048 -7.2274
O: -29.8516 16.5802 -7.0510
O: -27.7359 15.6499 -6.0701
F: -28.8556 14.5767 -7.9862
N: -27.5455 20.8983 -2.3461
S: -28.5571 19.6905 -2.6870
O: -29.0708 19.7860 -3.9800
O: -29.4690 19.3982 -1.5810
F: -27.4396 18.5498 -2.7209
S: -27.1978 20.8605 -0.6658
O: -27.2859 19.6510 0.0850
O: -27.9508 22.0580 -0.3349
F: -25.6899 21.2103 -0.7417

Force components x, y, z for each atom (eV/Å):
-2.5 1.3 0.3
6.0 -2.7 1.1
-3.9 1.0 -4.6
1.5 0.7 1.4
0.6 0.6 -1.2
2.1 -0.7 0.3
-0.9 0.0 -1.0
-0.7 1.0 -0.9
0.5 0.3 -1.6
-0.7 1.4 -0.3
-0.1 -0.6 0.9
1.8 0.3 -1.6
-0.6 -1.2 0.8
-0.4 0.9 -2.1
-0.7 -0.7 1.5
-0.3 2.4 0.9
-1.0 -0.9 2.1
0.3 0.3 0.3
-0.2 -1.5 -1.0
0.1 -0.3 -0.3
-2.2 0.1 0.3
0.2 0.6 0.4
-0.1 -0.7 0.6
-0.3 -0.1 0.2
0.6 -0.4 0.6
-0.3 -0.1 0.5
0.7 0.3 0.9
0.2 -0.7 0.8
0.5 -0.2 -0.3
0.1 -0.5 0.8
-0.3 0.3 0.7
-0.8 -2.6 -1.0
0.5 -1.5 -0.3
2.1 3.0 0.1
1.1 0.7 0.3
-1.4 -0.9 -2.0
5.1 3.2 -1.7
-0.9 4.5 -6.0
-1.6 0.7 5.1
-0.2 1.5 -1.1
-0.1 0.1 0.2
1.1 -0.2 0.1
0.0 1.3 -0.2
0.0 0.0 0.0
-0.8 0.0 -0.3
0.1 -0.1 -0.2
0.3 -0.2 0.0
0.4 0.0 -0.4
-1.8 0.8 -1.0
0.1 0.8 0.3
1.0 0.4 1.3
-1.4 -1.8 2.2
-2.3 -1.4 3.1
1.2 -1.6 2.4
-1.3 -4.0 0.3
0.8 -1.8 -1.3
-0.1 -0.5 -1.7
-0.3 -1.1 0.1
0.5 0.3 -0.1
-0.7 -0.3 1.0
-1.2 -0.5 0.4
0.9 -0.2 -1.0
0.0 0.0 0.1
0.6 -1.7 -0.9
-0.6 -0.6 0.8
0.4 2.2 0.0
0.8 1.6 0.5
0.5 -0.8 -0.1
0.3 -1.4 -1.6
0.9 0.1 -1.1
-0.1 0.1 -0.1
-0.1 0.2 0.0
0.3 0.4 0.3
-0.1 -0.1 -0.1
-0.5 0.0 0.8
0.3 0.2 0.3
-0.3 -0.2 -0.6
-0.5 -0.2 -0.5
0.7 0.7 0.7
0.2 -0.6 0.6
0.0 0.3 0.3
0.3 -0.8 -0.5
-0.7 -0.6 -0.7
0.3 0.0 0.5
-1.2 0.6 0.2
0.0 0.6 0.1
-0.1 0.2 0.1
0.0 -0.3 0.3
-0.9 0.6 1.1
-0.1 0.2 0.1
1.1 0.3 0.5
0.4 0.6 -0.3
-0.5 -0.4 -0.1
1.3 1.6 -0.1
0.6 -1.0 -1.0
0.8 -1.6 -1.3
-1.2 -0.6 1.0
-0.6 0.3 0.3
0.5 0.1 -0.1
-0.3 0.2 0.4
-0.3 2.1 -0.1
1.5 -2.0 -0.6
-2.0 0.1 1.1
-0.4 -1.2 1.0
-0.3 -0.4 -0.6
-1.1 -1.2 -0.3
-0.1 0.8 0.8
0.0 0.2 0.4
-0.8 -1.4 0.1
-0.1 1.6 0.8
0.7 0.9 -0.3
0.3 -0.5 -0.1
0.1 -0.3 -0.1
0.2 0.3 0.1
0.5 0.9 -0.9
-0.1 0.4 0.5
0.4 -0.5 -1.1
-0.4 0.4 -0.1
0.0 -0.4 -0.2
-0.1 0.4 0.6
1.0 0.2 0.5
-2.0 -0.4 -0.7
0.2 -1.1 -0.6
-0.3 0.1 -0.5
-0.7 0.6 0.6
1.7 0.9 -0.5
0.7 0.1 1.3
-0.7 -0.2 -1.2
-0.5 0.6 0.5
1.3 0.4 -0.1
0.1 0.0 -1.2
0.9 0.6 -1.3
0.1 -0.2 -0.1
-0.3 0.0 -0.5
-0.1 0.1 0.1
0.0 -0.2 -0.9
0.7 0.1 0.8
-0.1 0.2 0.5
0.3 -0.5 -0.4
-0.9 0.1 0.9
0.1 -0.2 0.4
-1.0 0.2 1.4
0.2 -0.1 0.2
0.9 -0.6 0.0
-0.5 -0.5 0.0
-0.8 0.0 0.4
0.8 1.7 0.3
-0.7 -0.8 -0.9
-1.3 1.7 -0.6
-1.7 0.1 -0.4
2.6 -0.4 0.8
1.1 0.6 -0.5
-2.2 -0.2 -0.3
0.2 -0.3 0.7
0.5 0.5 -0.1
2.4 0.4 2.2
-0.3 0.3 -1.2
-2.3 0.5 -1.5
-0.2 0.1 -0.5
-0.9 -1.6 0.4
0.1 0.0 0.2
-0.9 -0.4 0.1
0.2 -0.4 0.4
0.8 -0.9 -0.1
0.3 0.3 0.2
1.0 -0.3 0.7
0.6 -0.9 0.0
-1.1 0.3 -0.8
-0.5 -1.0 0.0
0.6 0.0 0.5
0.2 -0.6 0.7
0.2 0.4 0.3
0.7 0.3 -0.3
-0.1 0.6 -0.3
1.6 -1.5 1.0
1.2 1.4 0.6
-1.9 0.8 -1.3
-0.7 -0.2 0.9
0.2 0.1 0.7
0.5 -1.6 -0.6
-0.6 -0.3 0.2
1.8 -1.1 1.9
-0.7 0.0 0.0
1.1 1.4 -1.6
0.0 -0.5 -0.4
-0.6 -0.7 0.0
-0.6 1.2 0.0
-0.1 -0.1 0.0
-0.2 -0.5 -1.0
0.7 0.0 0.0
0.8 0.3 0.0
0.1 -0.3 0.0
0.1 0.5 0.2
0.0 0.4 -0.5
-0.3 0.7 -0.4
-0.4 0.6 0.5
-0.4 -0.2 0.1
-0.4 0.3 0.0
0.0 -0.8 0.3
-0.6 -0.1 -0.9
-0.5 1.0 -0.3
-0.4 0.2 0.1
0.8 -0.2 0.7
-0.8 -1.1 -0.1
0.1 1.2 1.5
-5.3 0.2 -1.8
2.7 -3.6 -0.9
2.2 1.9 1.8
0.0 0.0 0.7
2.9 3.1 -0.3
0.0 -1.1 0.0
-1.8 -0.3 -1.9
-0.9 -1.6 0.5
0.0 -1.5 1.7
1.3 0.7 3.5
-0.6 0.2 -2.0
1.0 -0.2 -1.6
-0.9 -0.8 -0.1
-2.9 1.0 -3.9
0.4 0.8 0.0
1.2 -0.1 2.1
0.5 0.4 0.3